No. 1
64
Properties=species:S:1:pos:R:3:mulliken_charge:R:1 method="wB97M-V/def2-TZVPD" charge=0 multiplicity=1 relative_energy_kcal_mol=0.0 homo_lumo_gap_ev=5.9725 e_tot_ev=-197801.037
Ca 0.31714 0.52638 -0.32223 1.2402
Br 5.60886 -4.28807 -0.01863 -0.1437
C 4.20541 -3.03974 -0.11747 -0.0785
C 3.71920 -2.63629 -1.34665 -0.8983
C 2.69723 -1.70409 -1.34893 -0.3421
N 2.16431 -1.19190 -0.24215 0.1718
C 2.62808 -1.60218 0.94506 0.3603
C 3.66397 -2.52189 1.04548 -0.7232
C 1.99165 -1.01182 2.16258 0.6793
C 2.21556 -1.53858 3.42608 -0.6741
C 1.61660 -0.92218 4.51247 -0.2493
Br 1.88348 -1.61617 6.24097 -0.1423
C 0.82500 0.19495 4.32764 -0.7421
C 0.64625 0.63650 3.02745 -0.2392
N 1.19858 0.04722 1.97258 0.0603
H 4.11907 -3.02470 -2.27122 0.4406
H 2.28574 -1.35804 -2.29004 0.4932
H 4.06178 -2.82464 2.00114 0.4630
H 2.81989 -2.41896 3.57802 0.4103
H 0.35507 0.70218 5.15681 0.4954
H 0.03178 1.50613 2.82372 0.4972
O 1.23810 3.86372 -1.64583 -0.6608
B 0.95327 3.10119 -0.48093 0.6117
O 1.10222 3.98043 0.62848 -0.4619
C 1.44510 5.21084 0.13681 0.7710
C 1.68540 6.38322 0.81866 -0.9221
C 2.01691 7.50163 0.05473 -0.4807
C 2.09918 7.42975 -1.33142 -0.4891
C 1.85355 6.23661 -2.01019 -0.9180
C 1.52716 5.13908 -1.24480 0.7116
H 1.61658 6.42822 1.89729 0.4392
H 2.21211 8.44360 0.55044 0.3637
H 2.35731 8.31674 -1.89504 0.3662
H 1.91252 6.17038 -3.08813 0.4464
C -2.65387 -0.60277 2.15120 -1.2889
C -2.51369 -2.05093 1.67676 0.3330
C -1.10106 -2.60011 1.89756 -1.0880
C -2.96602 -2.24922 0.24197 0.5316
C -4.03794 -3.09639 -0.01298 -0.8267
C -4.49178 -3.33561 -1.29897 -1.1451
C -3.84828 -2.70796 -2.35535 -0.8783
C -2.77274 -1.85501 -2.15180 0.6820
C -2.11771 -1.20044 -3.35363 0.4132
C -0.65634 -1.62431 -3.53007 -1.1688
C -2.27414 0.32123 -3.35951 -1.4769
C -2.31446 -1.61039 -0.83538 -0.0282
O -1.28764 -0.80242 -0.62825 -0.0868
H -2.35143 -0.50787 3.19773 0.4044
H -3.68954 -0.26997 2.06898 0.4165
H -2.04762 0.06904 1.54398 -0.0662
H -3.18781 -2.64734 2.29948 0.5561
H -0.40404 -2.14434 1.19422 -0.0349
H -1.08515 -3.67816 1.72757 0.3920
H -0.75380 -2.40875 2.91823 0.3565
H -4.52763 -3.58033 0.82605 0.3653
H -5.32834 -3.99876 -1.47496 0.3664
H -4.18798 -2.88256 -3.37113 0.3669
H -2.65342 -1.57556 -4.23176 0.4960
H -0.06975 -1.35015 -2.65155 -0.2386
H -0.21631 -1.14747 -4.40978 0.4759
H -0.57838 -2.70642 -3.64780 0.3963
H -1.79150 0.77448 -2.49332 0.1324
H -3.32894 0.59656 -3.32740 0.3787
H -1.83675 0.75239 -4.26282 0.4078

***

No. 2
70
Properties=species:S:1:pos:R:3:mulliken_charge:R:1 method="wB97M-V/def2-TZVPD" charge=+2 multiplicity=2 relative_energy_kcal_mol=0.0 s2=0.756 homo_lumo_gap_ev="5.8421 / 5.2441" e_tot_ev=-53868.925
Pt -0.35923 0.40071 0.27628 2.0982
C -3.00940 -1.83016 0.33327 -1.2690
C -1.67984 -2.48603 0.18033 0.7075
C -1.35252 -3.82459 -0.04994 -1.7000
C 0.02713 -3.86534 -0.08240 0.3315
N 0.50084 -2.62834 0.12381 0.9462
N -0.54136 -1.79105 0.28006 -1.0209
B 1.89142 -1.99765 0.26044 -0.4097
N 2.07170 -1.03056 -0.92368 1.3447
C 2.91082 -1.08853 -1.96787 0.2043
C 2.68791 0.01262 -2.77288 -1.4886
C 1.66299 0.72846 -2.15379 0.6357
C 1.00778 2.00753 -2.54562 -1.3740
N 1.31651 0.07005 -1.04220 -1.2654
N 1.88118 -1.18477 1.57429 1.7345
C 2.61218 -1.45362 2.66251 -0.0321
C 2.35960 -0.49110 3.61532 -1.4226
C 1.42913 0.36993 3.03404 0.8123
C 0.86590 1.59077 3.66691 -1.5057
N 1.14850 -0.06841 1.80077 -1.1343
N 3.08937 -2.91808 0.30705 0.4850
C 3.28529 -4.23951 0.57673 -0.1221
C 4.62795 -4.44189 0.72472 -1.1899
C 5.22587 -3.16579 0.51365 0.6597
C 6.65986 -2.79462 0.57811 -1.2664
N 4.27907 -2.27839 0.26411 -1.0856
H -3.59284 -2.32827 1.10554 0.4724
H -3.57629 -1.88111 -0.59669 0.2772
H -2.87112 -0.78634 0.61925 0.1633
H -2.03171 -4.64932 -0.16925 0.4861
H 0.67540 -4.70401 -0.26025 0.5531
H 3.60933 -1.89458 -2.09094 0.5818
H 3.20045 0.26592 -3.68305 0.4979
H 1.75594 2.74239 -2.83489 0.4961
H 0.43028 2.39850 -1.70653 0.1847
H 0.34493 1.85719 -3.39894 0.2430
H 3.26402 -2.30710 2.72547 0.5192
H 2.78518 -0.40642 4.59836 0.4638
H 1.36630 1.76122 4.61628 0.4533
H -0.19845 1.46778 3.87430 0.4015
H 1.03308 2.46414 3.03507 0.4266
H 2.47378 -4.93769 0.67870 0.3716
H 5.14227 -5.36890 0.90665 0.4928
H 7.29465 -3.67660 0.57571 0.3743
H 6.85473 -2.24202 1.50022 0.2695
H 6.92968 -2.13015 -0.24142 0.3295
O -6.14019 5.16503 -1.71778 -0.5383
N -5.62531 4.80428 -0.68751 0.9540
O -5.89012 5.20152 0.42660 -0.5684
C -4.58373 3.75240 -0.81576 -0.2460
C -4.63190 3.00744 -1.94219 -0.6725
C -3.69747 1.95858 -2.17291 1.0849
C -3.71266 1.16174 -3.33284 -0.7475
C -2.77342 0.16768 -3.47359 -1.1382
C -1.83937 -0.02980 -2.45603 -0.4512
N -1.81358 0.71269 -1.36369 0.7510
C -2.71595 1.70097 -1.20606 -0.2836
C -2.65031 2.49428 -0.02341 -0.0671
N -1.66181 2.20784 0.85232 -0.0059
C -1.54737 2.94416 1.94401 0.1963
C -2.40594 4.00137 2.23685 -1.3570
C -3.42457 4.30541 1.36763 -0.5466
C -3.57575 3.53567 0.19279 0.5382
H -5.39245 3.20756 -2.68476 0.5964
H -4.45986 1.33911 -4.09550 0.5368
H -2.74899 -0.45902 -4.35260 0.5372
H -1.09566 -0.81407 -2.52730 0.5755
H -0.74235 2.70233 2.61586 0.0572
H -2.25847 4.57229 3.14150 0.4690
H -4.10098 5.11425 1.58674 0.5947

***

No. 3
71
Properties=species:S:1:pos:R:3:mulliken_charge:R:1 method="wB97M-V/def2-TZVPD" charge=-1 multiplicity=2 relative_energy_kcal_mol=180.4 s2=1.108 homo_lumo_gap_ev="4.4973 / 4.9790" e_tot_ev=-118874.091
V 1.47463 0.28238 -0.43960 -0.3401
C 3.21600 2.42158 1.15987 -0.7705
C 4.02915 1.71233 0.07331 -0.8577
N 3.15330 1.08697 -0.88774 -0.0109
C 0.24114 2.67170 -3.16316 -1.1671
C -0.17639 3.67205 -0.82665 -0.5260
S -0.93741 3.39086 0.78042 -0.0740
C 0.43892 3.62749 1.93407 -0.9628
C 1.13009 2.36783 2.43063 -0.6003
N 1.98588 1.68600 1.46588 0.2402
H 2.93562 3.41761 0.80873 0.3637
H 3.82452 2.55475 2.06735 0.3614
H 4.70931 0.99051 0.56147 0.2447
H 4.67333 2.46761 -0.39501 0.4380
H 3.54058 1.10591 -1.82093 0.0783
H -0.20416 1.77019 -3.61387 0.2796
H -0.34046 3.50828 -3.59120 0.3644
H -0.49667 4.60987 -1.27321 0.6248
H 0.90470 3.56467 -0.83858 0.2039
H -0.02051 4.10681 2.80008 0.4736
H 1.14144 4.35705 1.52996 0.4673
H 0.37648 1.66058 2.78262 0.0844
H 1.72743 2.67489 3.30638 0.5355
H 2.23657 0.79805 1.88891 0.0320
Cl -0.05403 -3.95664 4.76152 -0.3103
C -0.10852 -2.73359 3.50557 0.5409
C -1.26013 -2.00900 3.34161 -0.5018
C -1.35016 -1.03675 2.33958 0.1710
I -3.07342 0.11169 2.12721 -0.0036
C -0.28422 -0.78805 1.47237 -0.2533
O -0.31224 0.04505 0.48840 0.7935
C 0.92068 -1.52485 1.70496 -0.7758
N 1.94880 -1.18349 0.85655 0.9901
C 3.10078 -1.85656 0.98010 -0.7313
C 3.28294 -2.84165 1.94490 -1.0399
C 2.27275 -3.18768 2.81610 -1.5672
C 1.03684 -2.51450 2.70367 0.9742
H -2.10164 -2.19719 3.99443 0.5101
H 3.86445 -1.59804 0.25938 0.4745
H 4.23753 -3.35056 1.99128 0.3651
H 2.40877 -3.95897 3.55984 0.4608
O -6.01825 1.11217 -3.10976 -0.4660
C -4.71224 1.37934 -3.35096 0.4625
O -4.39872 2.11425 -4.23899 -0.5398
C -3.73697 0.70168 -2.46306 0.0391
C -3.75227 -0.58758 -1.97492 -0.0885
Cl -4.91690 -1.81501 -2.21993 -0.1851
N -2.59647 -0.80121 -1.30267 0.0593
N -1.82137 0.28117 -1.33243 0.9449
C -2.48666 1.18857 -2.01847 0.3490
C -1.98447 2.57223 -1.98781 -0.2412
O -2.64144 3.56394 -2.03801 -0.5604
O -0.61383 2.58328 -1.68899 0.2264
C -2.14641 -1.93506 -0.54644 -0.1978
C -2.98416 -2.56331 0.36009 -0.5677
C -2.46589 -3.58756 1.13828 -0.8855
C -1.13050 -3.95257 1.02107 -0.5844
C -0.30373 -3.30293 0.11402 -0.1561
C -0.81885 -2.29286 -0.67992 -0.3958
H -6.10391 0.52173 -2.35087 0.3304
H -4.00334 -2.22922 0.49630 0.3868
H -3.10149 -4.07509 1.86615 0.4411
H -0.72695 -4.73150 1.65541 0.4974
H 0.74741 -3.54803 0.02415 0.5471
H -0.18750 -1.75530 -1.36892 0.1021
C 1.35913 -0.48071 -3.57658 -1.2616
C 1.55978 -1.01619 -2.13895 1.1095
O 1.86908 -2.21062 -2.07757 -0.6820
H 0.91276 -1.25275 -4.21316 0.4304
H 2.34705 -0.24122 -3.98456 0.3333
H 0.76445 0.43518 -3.59972 -0.0267